Entry 1:
C29H62N2O14PS2 | ωB97M-V/def2-TZVPD

Highest occupied orbital energy ... -3.92 eV
Calculated total energy ... -93681.0137 eV
Kohn-Sham gap ... 0.219 Ha
Molar mass ... 757.9 g/mol

ORCA input file:
```
! wB97M-V def2-TZVPD RIJCOSX def2/J DEFGRID3
* xyz -1 1
C 5.88 0.00 1.24
C 5.14 -0.96 0.30
C 6.16 -1.77 -0.50
C 4.18 -1.86 1.09
C 2.83 -1.20 1.39
C 2.28 -1.49 2.79
C 1.80 -1.54 0.27
O 0.47 -1.47 0.66
P -0.31 0.15 0.59
C -2.00 -0.65 1.01
C -2.64 -0.14 2.30
N -3.18 1.22 2.15
C -0.57 -0.02 -1.31
C -0.88 1.35 -1.93
C 0.43 2.17 -1.98
S 0.46 3.83 -1.22
C 0.89 3.59 0.52
S -0.28 3.63 1.64
N 2.24 3.55 0.90
C 2.67 4.77 1.61
C 4.18 4.92 1.53
O 4.64 5.06 0.20
C 4.07 4.12 -0.72
C 3.22 3.05 -0.05
H 6.25 -0.55 2.11
H 6.74 0.46 0.75
H 5.24 0.81 1.60
H 4.54 -0.36 -0.40
H 6.93 -2.17 0.17
H 6.67 -1.15 -1.24
H 5.70 -2.60 -1.02
H 4.03 -2.79 0.52
H 4.67 -2.14 2.03
H 3.01 -0.12 1.32
H 1.89 -0.60 3.26
H 1.46 -2.20 2.74
H 3.06 -1.90 3.44
H 2.01 -2.55 -0.09
H 1.99 -0.86 -0.58
H -0.09 0.33 2.04
H 1.03 0.78 0.36
H -0.91 1.46 0.55
H -2.71 -0.51 0.19
H -1.84 -1.73 1.13
H -1.89 -0.11 3.09
H -3.42 -0.85 2.61
H -4.01 1.20 1.57
H -3.45 1.60 3.05
H 0.33 -0.38 -1.82
H -1.35 -0.75 -1.54
H -1.65 1.88 -1.38
H -1.22 1.22 -2.97
H 1.22 1.57 -1.54
H 0.72 2.37 -3.01
H 2.39 4.69 2.67
H 2.18 5.66 1.21
H 4.47 5.83 2.05
H 4.67 4.08 2.04
H 4.90 3.62 -1.23
H 3.50 4.67 -1.47
H 3.87 2.35 0.48
H 2.72 2.48 -0.82
C -2.24 -4.25 -2.43
O -2.96 -4.58 -3.64
C -3.00 -3.60 -4.54
O -2.50 -2.51 -4.42
O -3.69 -4.02 -5.60
C -3.81 -3.04 -6.64
H -2.29 -5.15 -1.82
H -1.21 -4.00 -2.65
H -2.72 -3.43 -1.91
H -2.82 -2.75 -7.01
H -4.33 -2.16 -6.27
H -4.38 -3.52 -7.43
C -3.93 4.89 1.02
O -5.36 4.99 0.85
C -5.99 5.69 1.77
O -5.50 6.25 2.71
O -7.30 5.69 1.48
C -8.10 6.41 2.41
H -3.57 4.29 0.20
H -3.48 5.88 1.00
H -3.69 4.40 1.96
H -7.81 7.46 2.44
H -8.02 5.99 3.41
H -9.12 6.32 2.05
C 2.83 1.04 8.64
O 2.07 0.91 7.44
C 2.21 1.93 6.58
O 2.91 2.89 6.77
O 1.47 1.68 5.52
C 1.52 2.70 4.50
H 2.61 0.16 9.23
H 3.90 1.10 8.42
H 2.54 1.94 9.19
H 2.54 2.82 4.14
H 1.15 3.64 4.90
H 0.88 2.38 3.68
C -4.05 -7.14 -5.20
O -3.97 -7.78 -6.48
C -2.86 -8.46 -6.69
O -1.94 -8.60 -5.91
O -2.90 -8.99 -7.92
C -1.75 -9.75 -8.28
H -5.01 -6.62 -5.18
H -4.02 -7.89 -4.41
H -3.25 -6.43 -5.07
H -1.62 -10.60 -7.60
H -0.85 -9.13 -8.25
H -1.93 -10.11 -9.29
*
```

Entry 2:
C29H63InNO6 | ωB97M-V/def2-TZVPD

Highest occupied orbital energy ... -4.34 eV
Calculated total energy ... -50040.2822 eV
Kohn-Sham gap ... 0.240 Ha
Molar mass ... 636.6 g/mol

ORCA input file:
```
! wB97M-V def2-TZVPD RIJCOSX def2/J DEFGRID3
* xyz -1 1
C 6.52 0.05 3.44
In 5.18 1.19 2.11
C 3.56 2.23 3.22
C 2.13 1.81 2.84
C 1.54 0.81 3.85
C 0.50 -0.19 3.32
N -0.74 0.44 2.85
H 6.21 0.18 4.49
H 6.49 -1.02 3.22
H 7.57 0.38 3.36
H 6.09 2.41 1.18
H 4.34 0.07 0.99
H 3.70 3.30 3.05
H 3.69 2.06 4.30
H 2.09 1.35 1.84
H 1.45 2.68 2.76
H 1.05 1.38 4.66
H 2.37 0.24 4.29
H 0.95 -0.72 2.47
H 0.28 -0.95 4.08
H -0.69 1.45 2.88
H -1.56 0.15 3.37
C 1.53 -2.59 0.05
C 2.58 -2.71 1.16
C 3.53 -3.75 0.57
O 3.49 -3.57 -0.85
C 2.41 -2.69 -1.19
H 0.97 -1.66 0.08
H 0.82 -3.42 0.08
H 3.10 -1.76 1.30
H 2.16 -3.03 2.12
H 3.21 -4.77 0.81
H 4.56 -3.62 0.90
H 2.81 -1.71 -1.46
H 1.89 -3.12 -2.05
C -3.13 -0.41 0.32
C -4.02 -1.27 -0.58
C -2.98 -1.89 -1.51
O -1.78 -2.01 -0.76
C -1.88 -1.26 0.46
H -3.58 -0.16 1.28
H -2.88 0.53 -0.19
H -4.52 -2.05 0.00
H -4.77 -0.69 -1.12
H -2.79 -1.25 -2.38
H -3.26 -2.88 -1.88
H -1.97 -1.96 1.30
H -0.97 -0.68 0.61
C -3.97 -5.92 2.00
C -5.25 -6.45 1.34
C -6.08 -5.18 1.23
O -5.15 -4.12 1.05
C -3.82 -4.57 1.32
H -3.11 -6.56 1.86
H -4.13 -5.80 3.08
H -5.03 -6.85 0.35
H -5.75 -7.23 1.92
H -6.66 -5.00 2.15
H -6.77 -5.18 0.39
H -3.26 -4.65 0.39
H -3.33 -3.82 1.95
C 2.96 4.76 -1.27
C 3.81 6.03 -1.27
C 3.65 6.50 0.17
O 3.50 5.33 0.96
C 3.29 4.19 0.11
H 3.21 4.07 -2.06
H 1.90 5.01 -1.34
H 4.86 5.79 -1.48
H 3.48 6.78 -1.99
H 2.76 7.14 0.28
H 4.51 7.06 0.55
H 4.19 3.57 0.08
H 2.48 3.59 0.54
C -3.36 3.03 -1.80
C -3.16 2.92 -3.31
C -3.76 1.55 -3.59
O -4.81 1.37 -2.64
C -4.72 2.37 -1.62
H -3.33 4.05 -1.43
H -2.59 2.46 -1.27
H -3.72 3.70 -3.83
H -2.11 2.98 -3.61
H -3.02 0.76 -3.45
H -4.19 1.45 -4.59
H -5.54 3.10 -1.74
H -4.84 1.88 -0.65
C 1.12 -0.22 -4.21
C -0.19 -0.15 -3.44
C 0.23 0.61 -2.19
O 1.25 1.51 -2.62
C 1.71 1.15 -3.92
H 1.00 -0.40 -5.28
H 1.76 -1.01 -3.80
H -0.92 0.43 -4.00
H -0.62 -1.12 -3.21
H 0.62 -0.06 -1.42
H -0.58 1.20 -1.75
H 1.36 1.89 -4.65
H 2.80 1.16 -3.91
*
```

Entry 3:
C29H64Cl2N4O8V | ωB97M-V/def2-TZVPD

Highest occupied orbital energy ... 1.24 eV
Calculated total energy ... -104164.9694 eV
Kohn-Sham gap ... 0.091 Ha
Molar mass ... 718.7 g/mol

ORCA input file:
```
! wB97M-V def2-TZVPD RIJCOSX def2/J DEFGRID3
* xyz -3 1
O 0.53 0.05 0.74
V 1.01 1.00 -0.34
O 2.03 0.28 -1.38
O 3.03 7.48 -2.23
C 2.84 6.28 -2.97
C 1.41 5.69 -2.99
O 0.74 5.10 -1.90
H 3.59 5.68 -2.45
H 3.19 6.34 -4.00
H 1.59 4.83 -3.63
H 0.69 6.29 -3.54
C -8.29 0.21 1.01
C -8.14 1.49 1.93
C -9.21 1.23 3.12
C -8.62 0.30 4.12
C -7.17 0.81 4.61
C -6.21 1.05 3.49
N -6.83 1.89 2.42
O -5.94 2.28 1.33
C -5.61 -0.33 3.01
C -4.97 1.75 4.17
C -8.73 2.72 1.27
H -7.37 0.05 0.44
H -9.01 0.39 0.21
H -8.35 -0.77 1.48
H -10.11 0.73 2.78
H -9.65 2.05 3.69
H -8.66 -0.70 3.69
H -9.23 0.11 5.01
H -6.74 0.14 5.36
H -7.36 1.71 5.19
H -6.16 -1.06 2.42
H -5.28 -0.98 3.82
H -4.68 -0.14 2.46
H -4.11 1.76 3.50
H -4.70 1.30 5.13
H -5.29 2.76 4.44
H -8.32 3.67 1.62
H -9.80 2.85 1.40
H -8.66 2.82 0.19
C 7.56 2.14 1.36
C 6.98 1.00 2.24
C 8.16 0.78 3.23
C 7.77 0.06 4.56
C 6.61 0.82 5.24
C 5.33 0.84 4.31
N 5.76 1.51 3.03
O 4.64 1.89 2.19
C 4.32 1.72 5.17
C 4.73 -0.61 4.09
C 6.79 -0.20 1.29
H 8.55 1.92 0.97
H 7.67 3.12 1.83
H 6.80 2.34 0.61
H 8.77 1.68 3.35
H 8.82 0.06 2.75
H 8.64 -0.06 5.20
H 7.57 -0.98 4.34
H 6.96 1.82 5.49
H 6.46 0.33 6.20
H 4.03 1.33 6.14
H 3.36 1.88 4.69
H 4.73 2.72 5.33
H 5.49 -1.32 3.75
H 3.92 -0.70 3.37
H 4.34 -0.90 5.06
H 7.64 -0.34 0.62
H 6.02 0.06 0.56
H 6.51 -1.13 1.79
C -3.15 -1.77 -3.16
C -2.65 -0.55 -3.94
C -3.78 0.16 -4.80
O -3.47 1.48 -5.30
C -2.57 1.62 -6.44
N -2.26 0.47 -3.00
H -3.37 -2.57 -3.86
H -3.99 -1.57 -2.50
H -2.41 -2.06 -2.42
H -1.76 -0.75 -4.54
H -4.60 0.35 -4.10
H -4.16 -0.54 -5.54
H -2.48 2.68 -6.70
H -2.71 0.97 -7.31
H -1.52 1.34 -6.29
H -2.14 1.33 -3.51
H -3.11 0.58 -2.46
C 1.47 -8.52 -3.76
C 0.74 -7.13 -3.94
C 1.51 -6.01 -3.28
O 1.93 -6.28 -1.96
C 2.72 -5.24 -1.38
N 0.64 -6.93 -5.40
H 1.28 -8.72 -2.70
H 2.54 -8.40 -3.89
H 1.06 -9.34 -4.34
H -0.24 -7.16 -3.46
H 0.88 -5.11 -3.29
H 2.42 -5.71 -3.81
H 2.09 -4.39 -1.15
H 3.70 -5.04 -1.82
H 3.01 -5.66 -0.41
H 1.15 -6.08 -5.58
H -0.33 -6.78 -5.65
C 6.20 1.96 -5.05
Cl 5.04 2.39 -6.30
Cl 7.79 2.73 -5.33
H 5.91 2.42 -4.11
H 6.23 0.88 -4.90
*
```

Entry 4:
C29H64NO7P | ωB97M-V/def2-TZVPD

Highest occupied orbital energy ... -8.12 eV
Calculated total energy ... -56219.9267 eV
SMILES string ... CCCCN[PH3]CCCC.CC(C)=O.CC(C)=O.CC(C)=O.CC(C)=O.CC(C)=O.CC(C)=O.CC(C)=O
Kohn-Sham gap ... 0.321 Ha
Molar mass ... 569.8 g/mol

ORCA input file:
```
! wB97M-V def2-TZVPD RIJCOSX def2/J DEFGRID3
* xyz 0 1
C 3.91 -2.95 0.80
C 3.32 -1.63 0.25
C 3.96 -0.37 0.87
C 3.23 0.08 2.16
N 2.29 1.20 1.94
P 0.86 0.71 0.99
C -0.65 0.05 0.04
C -1.88 0.06 0.97
C -3.01 -0.82 0.41
C -4.03 -1.31 1.46
H 4.45 -2.82 1.73
H 3.07 -3.62 1.01
H 4.50 -3.46 0.04
H 3.42 -1.58 -0.84
H 2.26 -1.63 0.48
H 3.88 0.46 0.17
H 5.02 -0.54 1.08
H 2.74 -0.81 2.59
H 3.98 0.44 2.86
H 1.95 1.45 2.86
H 0.25 1.97 1.19
H 0.64 -0.38 1.92
H 1.66 0.52 -0.16
H -0.84 0.60 -0.89
H -0.44 -1.01 -0.17
H -2.20 1.11 1.04
H -1.56 -0.26 1.97
H -2.59 -1.68 -0.12
H -3.53 -0.24 -0.35
H -4.94 -0.71 1.43
H -4.33 -2.33 1.21
H -3.65 -1.30 2.48
C -5.76 -1.51 5.84
C -6.27 -0.47 4.87
C -7.11 0.65 5.44
O -6.02 -0.53 3.69
H -5.18 -2.25 5.30
H -5.13 -1.03 6.59
H -6.60 -2.00 6.34
H -6.53 1.21 6.18
H -8.00 0.25 5.92
H -7.42 1.32 4.64
C -7.14 3.92 2.41
C -8.64 3.86 2.62
C -9.49 4.73 1.73
O -9.13 3.13 3.46
H -6.65 3.25 3.11
H -6.90 3.62 1.39
H -6.79 4.94 2.58
H -9.33 4.46 0.69
H -9.23 5.78 1.89
H -10.54 4.58 1.98
C 1.79 -6.50 -1.84
C 0.81 -5.39 -2.14
C 1.35 -3.99 -2.08
O -0.34 -5.62 -2.43
H 1.29 -7.46 -1.91
H 2.62 -6.47 -2.54
H 2.18 -6.38 -0.82
H 2.16 -3.86 -2.81
H 1.72 -3.77 -1.08
H 0.55 -3.28 -2.32
C 0.76 -0.94 -6.24
C 0.15 -0.83 -4.87
C -1.24 -1.39 -4.69
O 0.75 -0.32 -3.95
H 1.76 -0.50 -6.23
H 0.84 -1.99 -6.54
H 0.15 -0.41 -6.97
H -1.24 -2.46 -4.91
H -1.94 -0.88 -5.35
H -1.55 -1.24 -3.66
C 6.65 -2.01 -3.17
C 6.79 -3.49 -2.90
C 8.13 -3.98 -2.39
O 5.87 -4.25 -3.07
H 5.63 -1.81 -3.51
H 6.83 -1.44 -2.25
H 7.35 -1.69 -3.94
H 8.37 -3.49 -1.45
H 8.90 -3.76 -3.12
H 8.07 -5.06 -2.24
C 10.27 0.40 -4.40
C 10.42 -1.07 -4.13
C 11.76 -1.55 -3.64
O 9.50 -1.84 -4.30
H 9.26 0.61 -4.74
H 10.46 0.97 -3.48
H 10.98 0.72 -5.16
H 12.01 -1.06 -2.70
H 12.53 -1.31 -4.38
H 11.73 -2.63 -3.49
C -6.46 9.24 2.42
C -7.13 8.03 3.03
C -6.97 7.83 4.51
O -7.76 7.26 2.35
H -6.65 9.27 1.35
H -6.85 10.15 2.88
H -5.38 9.20 2.59
H -7.38 8.68 5.05
H -5.91 7.73 4.76
H -7.49 6.93 4.82
*
```